1.
This record from the OMol25 dataset describes the ion C11H18N3O4S with charge +1 at a distorted geometry. The level of theory is ωB97M-V with the def2-TZVPD basis set.

As for the largest force on an atom: 0.027 hartree/bohr. The gap between HOMO and LUMO comes out at 0.29483 Ha. Its net charge is +1. The HOMO energy comes out at -0.4779 Ha. The value obtained for the electronic energy is -35181.982 eV. As for the SMILES: C#CNC1=[N+](O)[C@@](CC=O)(CCCCO)OCN1S.

Each line ends with the Mulliken charge.
Geometry (Å):
C 0.9447 -2.7411 1.4320  -0.367
C -0.0346 -2.6377 0.7559  -0.077
N -1.1661 -2.3859 0.0370  -0.100
C -1.5982 -1.1697 -0.2345  0.065
N -0.8256 -0.1083 0.2222  0.912
O -1.2941 0.1725 1.5254  -0.517
C -0.7148 1.0610 -0.6769  0.837
C -0.9513 2.3591 0.0870  -0.967
C 0.1359 2.7738 1.0499  0.018
O -0.1132 3.3405 2.0770  -0.483
C 0.6127 1.0688 -1.4628  -1.670
C 1.5791 -0.0773 -1.1513  -0.552
C 2.5771 0.1732 -0.0238  -0.341
C 3.4873 -1.0483 0.1428  -0.753
O 3.7657 -1.3740 1.5025  -0.560
O -1.7348 0.9135 -1.6809  -0.518
C -2.9374 0.4651 -1.1631  -0.737
N -2.7620 -1.0061 -0.9156  -0.130
S -4.0944 -1.7133 0.0416  -0.097
H 1.8256 -2.9121 2.0127  0.536
H -1.7086 -3.1813 -0.2903  0.385
H -0.5993 -0.1562 2.1176  0.360
H -1.8898 2.3636 0.6351  0.296
H -1.0207 3.1198 -0.6963  0.518
H 1.1839 2.5579 0.7778  0.432
H 0.3672 1.0088 -2.5214  0.423
H 1.1159 2.0262 -1.3316  0.567
H 2.1593 -0.2611 -2.0582  0.554
H 1.0534 -1.0068 -0.9434  0.159
H 2.0604 0.3726 0.9197  0.315
H 3.1900 1.0289 -0.3113  0.295
H 4.4335 -0.8912 -0.3797  0.379
H 3.0140 -1.9245 -0.3050  0.369
H 3.6443 -0.5864 2.0420  0.346
H -3.2328 0.9439 -0.2244  0.465
H -3.7210 0.6093 -1.9002  0.425
H -5.0681 -1.2070 -0.7286  0.212

2.
This record from the OMol25 dataset describes a cluster of 2 separate species, C11H18N3SSi in total at a distorted geometry. The level of theory is ωB97M-V with the def2-TZVPD basis set.

As for the largest force on an atom: 0.115 hartree/bohr. The gap between HOMO and LUMO comes out at 0.29328 Ha. Its net charge is +1. The HOMO energy comes out at -0.4090 Ha. The value obtained for the electronic energy is -34873.290 eV.

Each line ends with the Mulliken charge.
Geometry (Å):
S -2.9221 -6.4586 1.9739  -0.343
Si -0.8000 -5.9493 2.1390  0.554
C -0.4754 -4.6823 0.7115  0.242
C -0.1830 -3.2053 1.1202  -0.414
C 0.0166 -2.2934 -0.1480  0.218
C -0.1077 -2.9987 -1.5073  -0.201
N -0.3371 -4.3555 -1.8325  -0.483
C -0.5242 -5.2223 -0.7271  -0.243
H -3.3273 -6.0650 0.6933  0.163
H -0.4919 -5.3373 3.4372  -0.154
H 0.0329 -7.1565 1.9722  -0.092
H -0.1411 -2.8243 2.1872  0.291
H 0.2303 -1.1524 -0.0371  -0.120
H 0.0068 -2.2990 -2.4168  0.263
H -0.7269 -6.3286 -0.9155  0.332
C -1.6296 5.1077 -0.8390  -1.149
C -1.1145 3.8482 -1.5119  -0.335
N -0.0224 3.2219 -0.7557  0.176
C 0.0378 1.9023 -0.3529  -0.329
C 1.2475 1.7307 0.2513  -0.315
N 1.8902 2.9496 0.2100  0.075
C 1.1064 3.8416 -0.3990  -0.212
C 3.2214 3.2466 0.7320  -0.827
H -0.8350 5.8487 -0.7223  0.358
H -2.4244 5.5594 -1.4350  0.369
H -2.0239 4.8834 0.1549  0.333
H -0.7328 4.0773 -2.5102  0.293
H -1.9264 3.1260 -1.6206  0.294
H -0.7881 1.2441 -0.5603  0.447
H 1.7421 0.8889 0.7035  0.431
H 1.3490 4.8799 -0.5738  0.379
H 3.1372 4.0100 1.5066  0.349
H 3.8471 3.6146 -0.0822  0.358
H 3.6686 2.3474 1.1545  0.292

Copy entry 1 word for word.
This record from the OMol25 dataset describes the ion C11H18N3O4S with charge +1 at a distorted geometry. The level of theory is ωB97M-V with the def2-TZVPD basis set.

As for the largest force on an atom: 0.027 hartree/bohr. The gap between HOMO and LUMO comes out at 0.29483 Ha. Its net charge is +1. The HOMO energy comes out at -0.4779 Ha. The value obtained for the electronic energy is -35181.982 eV. As for the SMILES: C#CNC1=[N+](O)[C@@](CC=O)(CCCCO)OCN1S.

Each line ends with the Mulliken charge.
Geometry (Å):
C 0.9447 -2.7411 1.4320  -0.367
C -0.0346 -2.6377 0.7559  -0.077
N -1.1661 -2.3859 0.0370  -0.100
C -1.5982 -1.1697 -0.2345  0.065
N -0.8256 -0.1083 0.2222  0.912
O -1.2941 0.1725 1.5254  -0.517
C -0.7148 1.0610 -0.6769  0.837
C -0.9513 2.3591 0.0870  -0.967
C 0.1359 2.7738 1.0499  0.018
O -0.1132 3.3405 2.0770  -0.483
C 0.6127 1.0688 -1.4628  -1.670
C 1.5791 -0.0773 -1.1513  -0.552
C 2.5771 0.1732 -0.0238  -0.341
C 3.4873 -1.0483 0.1428  -0.753
O 3.7657 -1.3740 1.5025  -0.560
O -1.7348 0.9135 -1.6809  -0.518
C -2.9374 0.4651 -1.1631  -0.737
N -2.7620 -1.0061 -0.9156  -0.130
S -4.0944 -1.7133 0.0416  -0.097
H 1.8256 -2.9121 2.0127  0.536
H -1.7086 -3.1813 -0.2903  0.385
H -0.5993 -0.1562 2.1176  0.360
H -1.8898 2.3636 0.6351  0.296
H -1.0207 3.1198 -0.6963  0.518
H 1.1839 2.5579 0.7778  0.432
H 0.3672 1.0088 -2.5214  0.423
H 1.1159 2.0262 -1.3316  0.567
H 2.1593 -0.2611 -2.0582  0.554
H 1.0534 -1.0068 -0.9434  0.159
H 2.0604 0.3726 0.9197  0.315
H 3.1900 1.0289 -0.3113  0.295
H 4.4335 -0.8912 -0.3797  0.379
H 3.0140 -1.9245 -0.3050  0.369
H 3.6443 -0.5864 2.0420  0.346
H -3.2328 0.9439 -0.2244  0.465
H -3.7210 0.6093 -1.9002  0.425
H -5.0681 -1.2070 -0.7286  0.212